20
Properties=species:S:1:pos:R:3:mulliken_charge:R:1 method="wB97M-V/def2-TZVPD" spin_multiplicity=2 homo_energy_ev="-14.038 / -14.029" max_force_ev_per_a=6.2 relative_energy_kj_mol=335.6 orbital_gap_ha="0.3673 / 0.1777" s2=0.7555 charge=+1
O -1.8635 -3.0852 -0.0280 -0.373
C -1.2332 -2.4507 0.8003 -0.117
C -0.2397 -1.5842 0.1132 -0.282
N 0.6499 -0.7681 0.9308 0.039
C 1.7545 -0.1621 0.2151 -0.739
N 1.4662 0.5849 -1.0825 -0.577
H -1.2536 -2.5500 1.9279 0.293
H -0.7707 -1.0600 -0.7739 0.376
H 0.4882 -2.2560 -0.5252 0.394
H 0.0203 -0.1691 1.5401 0.422
H 2.0789 0.5861 0.9273 0.451
H 2.5106 -0.7660 0.1551 0.541
H 1.5013 0.0238 -1.8847 0.247
H 2.2704 1.1711 -1.2334 0.290
H -2.4491 2.0834 0.6605 0.338
H -1.6268 1.0078 -0.0523 0.338
O -2.5719 1.2687 0.1278 -0.629
H -0.6427 3.4105 -0.8158 0.306
H 0.3556 2.1382 -0.6270 0.330
O -0.4448 2.5767 -0.3751 -0.648

21
Properties=species:S:1:pos:R:3:mulliken_charge:R:1 method="wB97M-V/def2-TZVPD" homo_energy_ev=-8.290 max_force_ev_per_a=2.0 relative_energy_kj_mol=117.3 smiles=c1c[nH]cn1.O.O.O.O orbital_gap_ha=0.3144
C 1.6285 0.5224 -1.2568 -0.323
C 0.5873 -0.3305 -1.0021 -0.259
N -0.5735 0.3233 -1.3263 -0.023
C -0.1984 1.5152 -1.8911 -0.205
N 1.1027 1.6103 -1.9190 -0.551
H 2.6875 0.3306 -1.1779 0.340
H 0.5698 -1.2420 -0.3887 0.421
H -1.3664 0.1002 -0.7437 0.259
H -0.8164 2.2051 -2.4418 0.386
O -0.3369 -3.3789 0.4012 -0.631
H -0.6501 -3.7584 -0.4201 0.313
H -0.9911 -3.3053 1.0862 0.298
O 3.1371 0.3506 1.8451 -0.611
H 3.8717 -0.2123 1.5953 0.308
H 2.7167 0.0042 2.6346 0.306
O -1.2110 1.3018 2.5607 -0.626
H -1.1798 2.2067 2.8932 0.315
H -0.3316 1.2460 2.1620 0.312
O -3.1729 -0.7869 0.3365 -0.614
H -3.2673 -0.9595 1.2760 0.301
H -4.1018 -0.5068 0.3282 0.285